The following is a DFT calculation (wB97M-V/def2-TZVPD) of 8 unconnected molecules or ions with the total composition C30H74N2O8S6 in a non-equilibrium geometry.

```
! wB97M-V def2-TZVPD RIJCOSX def2/J DEFGRID3
* xyz 0 1
S 2.3610 -4.9353 -1.2889
S 1.9612 -1.6230 -4.8540
S -2.3552 0.5431 -4.5002
S 2.0937 3.7925 -2.6975
S -8.2602 -0.4882 -1.5710
S -2.1942 6.2546 -0.6965
O -3.2237 6.7075 -1.6761
O 5.2016 -2.3906 3.1405
O -7.9285 -1.6095 -2.4965
O -2.2668 -1.1136 -0.3136
O 3.3456 -3.8039 -1.0997
O -3.1042 0.6137 -5.7914
O 1.0377 3.7054 -1.6340
O 0.7425 -2.4375 -4.5429
N 4.0242 -1.8394 3.6677
N -1.4022 -0.4885 0.6147
C 3.5138 4.6269 -1.9745
C 2.1882 -1.7933 -6.6345
C -9.2083 -1.1899 -0.2009
C 5.3975 -0.3357 5.0447
C 4.1909 -1.2884 5.0173
C -2.3248 -1.7373 2.4740
C 2.4283 -5.3712 -3.0512
C -1.4030 1.8166 -0.4981
C 0.1460 0.0462 -1.2028
C 2.9231 -0.5402 5.4258
C -3.5103 0.5664 -3.0704
C -3.4263 0.4023 1.8751
C 1.5927 -1.6395 3.6304
C 1.6574 -1.3176 5.1111
C 4.4567 -2.3957 6.0470
C -1.0736 0.3350 2.8944
C -0.6108 0.5804 0.0193
C 1.4825 0.1165 -4.7867
C 1.5770 5.1638 -3.7546
C 2.7903 -2.4583 3.1920
C 2.6216 -3.9367 3.6286
C -6.7921 -0.1355 -0.5574
C 0.7265 -4.1950 -1.1265
C -1.3355 7.7388 -0.1734
C 2.7697 -2.3972 1.6361
C -0.7403 5.5306 -1.5447
C -2.0502 -0.3412 1.9104
C -2.0379 -1.2379 -4.2245
C -0.2091 1.4879 2.3689
C 0.3937 1.1343 1.0244
H -3.5786 1.0669 2.7251
H 0.8609 1.9908 0.5240
H 3.1741 5.4821 -1.3928
H 0.7914 -3.1154 -1.0259
H -0.8612 2.3153 -1.3036
H 0.0594 -4.4312 -1.9613
H -3.5728 1.6220 -2.7907
H 4.3449 -2.1065 7.0937
H 0.5477 1.7124 3.1210
H -5.9855 0.3557 -1.0985
H -7.0935 0.4498 0.3128
H -4.2535 -0.3021 1.8453
H 4.1095 3.9440 -1.3727
H -2.8930 -1.7991 -4.5995
H 2.7753 -6.4067 -3.1222
H 5.3123 -1.9077 2.3150
H -1.1168 8.4140 -0.9966
H -0.4138 -0.4377 3.2925
H 0.7392 -0.8310 5.4551
H 0.9725 0.4720 -5.6843
H -1.0914 4.7049 -2.1632
H -3.1994 -0.0380 -2.2238
H 1.2556 -1.4127 -7.0615
H -2.4641 1.8389 -0.7630
H 1.3931 6.0694 -3.1756
H -1.6846 0.7565 3.6927
H 3.7274 -3.2054 5.9185
H -0.7957 2.4061 2.2690
H 5.1364 0.5977 4.5373
H 2.8858 -0.2354 6.4715
H 0.6653 -2.1472 3.3635
H 0.9791 0.7211 -1.3943
H 1.6413 -2.2445 5.7038
H -4.5287 0.2835 -3.3446
H 3.1141 -4.7588 -3.6280
H -3.0198 -2.2864 1.8386
H 1.5772 -0.6742 3.1111
H -0.2763 6.2360 -2.2413
H -9.1975 -0.5164 0.6593
H 1.2745 0.4909 1.1545
H -1.9798 8.1851 0.5859
H -10.2505 -1.2652 -0.5036
H 6.3352 -0.7211 4.6639
H 2.3275 0.7984 -4.6485
H 3.5418 -4.3152 4.0681
H 2.4675 -4.5891 2.7619
H 2.1715 -3.1297 1.1087
H -6.3172 -1.0185 -0.1170
H -0.4806 -0.0876 -2.0868
H -8.7711 -2.1345 0.1166
H 5.4681 -0.0787 6.1063
H -1.2927 -1.4533 -4.9968
H 0.4944 -0.9797 -1.0261
H -1.7550 -1.8586 -0.6483
H 1.4313 -5.4327 -3.4881
H -2.5673 -1.7926 3.5345
H 2.8601 0.3771 4.8241
H 1.7247 -4.0950 4.2276
H 2.5698 -1.3842 1.2733
H -3.3896 1.0353 0.9869
H 0.8792 0.3018 -3.8981
H 0.6828 4.8137 -4.2631
H 3.7796 -2.5397 1.2445
H 0.2548 -4.7194 -0.2938
H -1.5168 2.5903 0.2802
H 4.1665 4.9671 -2.7821
H 2.3664 5.4328 -4.4590
H 0.0314 5.2277 -0.8390
H 3.0197 -1.2467 -7.0763
H -1.3970 -2.3263 2.4117
H -1.5882 -1.4824 -3.2724
H 5.3906 -2.9493 5.9201
H 2.2706 -2.8458 -6.8926
H -0.4047 7.5201 0.3562
*
```

calculated total energy = -4287.63361 a.u.
relative energy (zero: lowest compared OMol25 entry of this formula, charge and spin) = 1.014 eV

These are the Mulliken partial charges, in e, on atoms 1 to 8:
1. S 0.47
2. S 0.56
3. S 0.64
4. S 0.70
5. S 0.50
6. S 0.58
7. O -0.67
8. O -0.51